Record 1
A cluster of 2 separate species, C4H11NO in total at a distorted geometry. Source: the OMol25 dataset; level of theory: ωB97M-V with the def2-TZVPD basis set.

Values from the calculation:
HOMO energy in eV: -7.5423
Charge: 0
Energy relative to the best compared isomer or geometry (same formula, charge and spin) in kcal/mol: 49.68

CARTESIAN COORDINATES (ANGSTROEM)
C -1.300 0.456 0.664
C 0.022 0.701 -0.010
C 0.639 -0.295 -0.715
N -0.010 -1.103 -1.638
C 0.605 2.051 0.276
H -1.296 0.693 1.710
H -1.498 -0.623 0.649
H -2.097 1.017 0.138
H 1.714 -0.362 -0.605
H 0.635 -1.747 -2.084
H -0.629 -0.725 -2.330
H -0.098 2.812 0.588
H 1.133 2.523 -0.645
H 1.442 2.123 0.995
H 0.374 -1.800 1.297
H -0.130 -2.969 0.504
O 0.494 -2.753 1.208

Record 2
A cluster of 2 separate species, C4H11NO in total at a distorted geometry. Source: the OMol25 dataset; level of theory: ωB97M-V with the def2-TZVPD basis set.

Values from the calculation:
HOMO energy in eV: -8.4078
Charge: 0
Energy relative to the best compared isomer or geometry (same formula, charge and spin) in kcal/mol: 52.82

CARTESIAN COORDINATES (ANGSTROEM)
C 0.172 1.416 1.430
N 0.785 0.103 1.274
C 0.582 -0.586 0.025
C 0.583 -3.150 -0.116
C 1.195 -1.969 -0.148
H -0.616 1.435 2.211
H 0.908 2.190 1.574
H -0.383 1.639 0.515
H 1.768 0.022 1.497
H 1.068 -0.013 -0.791
H -0.514 -0.659 -0.169
H 1.248 -3.996 -0.078
H -0.511 -3.164 -0.143
H 2.267 -1.842 0.034
H -2.656 3.590 -2.254
H -2.819 2.229 -2.813
O -3.079 2.756 -2.046

Record 3
An isolated molecule of C4H11NO at a distorted geometry. Source: the OMol25 dataset; level of theory: ωB97M-V with the def2-TZVPD basis set.

Values from the calculation:
HOMO energy in eV: -9.2973
Charge: 0
Energy relative to the best compared isomer or geometry (same formula, charge and spin) in kcal/mol: 44.18

CARTESIAN COORDINATES (ANGSTROEM)
C 2.090 -0.700 -0.157
C 0.144 0.568 0.369
C -0.555 1.728 -0.338
C -0.872 -0.582 0.588
H 1.605 -1.723 -0.287
H 2.385 -0.665 0.923
H 2.911 -0.608 -0.805
H 0.506 0.907 1.362
H -0.555 1.535 -1.482
H -0.017 2.747 -0.022
H -1.670 1.869 0.074
H -1.559 -0.140 1.306
H -0.304 -1.285 1.190
H -1.907 -2.093 -0.425
H -2.017 -0.636 -1.186
N -1.372 -1.233 -0.636
O 1.188 0.310 -0.473

Record 4
A cluster of 2 separate species, C4H11NO in total at a distorted geometry. Source: the OMol25 dataset; level of theory: ωB97M-V with the def2-TZVPD basis set.

Values from the calculation:
HOMO energy (alpha / beta) in eV: -14.6808 / -14.7490
Multiplicity: 2
Charge: +1
Energy relative to the best compared isomer or geometry (same formula, charge and spin) in kcal/mol: 67.97

CARTESIAN COORDINATES (ANGSTROEM)
C 0.011 0.845 1.650
C -0.092 0.969 0.144
C 0.832 0.450 -0.641
N 1.596 -0.696 -0.451
C -1.349 1.634 -0.423
H -0.716 0.063 1.978
H 0.969 0.590 1.910
H -0.363 1.841 2.095
H 1.299 1.089 -1.387
H 2.444 -0.496 -1.113
H 2.131 -0.553 0.511
H -1.812 2.417 0.202
H -0.983 2.190 -1.382
H -2.313 0.939 -0.609
H -0.882 -1.837 0.003
H -0.877 -3.239 0.398
O -0.810 -2.689 -0.477